No. 1
This record from OMol25 describes 5 unconnected molecules or ions with the total composition C17H31N3O4S. The level of theory is the ωB97M-V functional and the def2-TZVPD basis.

As for the HOMO-LUMO gap: 8.98 eV. Its max |F| is 5.94 eV Å⁻¹. As for the net charge: 0. Its energy above the lowest of the compared OMol25 structures with the same formula, charge and spin is 199.3 kJ/mol. For the LUMO energy, the calculation gives 0.28 eV. For the HOMO energy, the calculation gives -8.701 eV.

Geometry (Å):
C  19.70074  -0.63542  25.69452
C  20.09512  0.88017  25.71543
O  19.19571  1.43638  24.93281
C  18.49288  0.61303  24.21120
O  17.69459  1.06552  23.32500
O  18.74769  -0.65447  24.67664
H  19.43066  -1.25105  26.55252
H  20.44244  -1.30118  25.25321
H  21.09203  1.09008  25.32788
H  20.34428  1.35880  26.66249
C  19.12848  8.12017  23.34149
C  20.31655  7.28266  23.83854
C  20.32965  7.40997  25.33855
C  21.42336  6.71993  26.01610
N  22.23958  6.14099  26.49832
H  19.10487  8.04567  22.25430
H  19.27617  9.19375  23.45864
H  18.20473  7.84569  23.85084
H  21.15855  7.70615  23.29102
H  20.20779  6.29227  23.39650
H  19.45578  6.88902  25.72978
H  20.17072  8.39111  25.78599
C  13.75549  -3.52256  28.21491
C  14.01417  -3.82737  26.68471
C  13.93363  -5.27917  26.24565
C  14.96717  -6.12793  26.84607
N  15.86121  -6.74785  27.32362
H  13.79979  -2.45664  28.43841
H  14.45388  -3.95639  28.93055
H  12.81702  -3.86818  28.64840
H  15.01479  -3.43123  26.51167
H  13.28493  -3.28224  26.08543
H  14.04608  -5.29933  25.16165
H  12.99459  -5.72623  26.57190
C  25.74374  3.40430  22.52456
C  25.67556  3.27252  21.00162
C  25.89091  1.87069  20.62815
C  24.85601  0.95729  21.02809
N  24.07284  0.18183  21.35033
H  25.58031  4.42080  22.88251
H  26.73755  3.03944  22.78401
H  24.97466  2.81603  23.02510
H  26.47229  3.90541  20.61075
H  24.67641  3.54672  20.66307
H  26.88669  1.50444  20.87791
H  25.85421  1.90976  19.53947
C  15.38399  -3.58840  19.98052
S  16.04977  -4.99941  19.02149
O  15.23251  -4.99216  17.73297
C  17.80974  -4.32642  18.70292
H  16.00846  -3.50070  20.86959
H  14.31705  -3.62085  20.20118
H  15.63067  -2.71491  19.37698
H  17.67656  -3.40329  18.13884
H  18.43686  -5.03950  18.16781
H  18.16025  -4.09247  19.70816

Force components x, y, z for each atom (eV/Å):
2.0 -0.7 -0.6
4.1 -2.4 2.5
-1.9 3.8 -1.1
-3.7 0.9 -2.9
3.4 -3.2 3.7
-2.7 0.8 -2.0
-0.8 1.0 0.5
1.0 0.5 0.2
0.3 -0.8 -1.0
-1.7 0.0 0.6
0.4 0.2 -0.5
-0.7 1.6 -1.3
-0.1 -1.2 1.1
-3.4 2.8 -2.4
3.9 -2.7 2.3
-0.7 -0.4 0.0
0.2 0.1 0.6
-0.1 -0.1 -0.4
0.5 0.0 0.6
0.0 -0.3 0.8
-0.3 -0.2 -0.2
0.5 0.4 -0.6
-0.1 -0.3 0.0
-0.1 0.7 2.0
0.2 -0.3 0.5
3.7 -2.0 1.7
-3.5 2.2 -1.7
0.0 0.1 -0.4
0.6 -0.3 -0.5
-0.5 -0.1 -0.6
-0.1 0.0 -0.5
0.1 0.2 0.0
-0.2 -0.3 0.0
-0.3 0.1 -0.4
-0.2 0.2 -0.1
-0.6 1.3 2.1
0.8 -0.6 -2.1
-0.3 -0.8 0.6
-0.1 0.1 0.0
0.3 0.1 -0.1
-0.1 0.1 0.6
0.1 -0.3 -0.1
-0.3 0.0 -0.5
0.2 0.5 -0.3
-0.1 -0.2 0.3
0.2 -0.6 -0.3
1.5 0.4 -0.4
-0.7 -0.1 -1.4
1.3 0.1 1.3
-1.8 0.4 0.4
-0.3 -0.1 0.3
0.2 -0.5 -0.2
-0.4 0.1 -0.1
0.1 -0.1 -0.1
-0.3 -0.1 0.2
0.3 -0.1 -0.1



No. 2
This record from OMol25 describes 4 unconnected molecules or ions with the total composition C17H31N4O2S. The level of theory is the ωB97M-V functional and the def2-TZVPD basis.

As for the HOMO-LUMO gap: 6.30 eV. Its max |F| is 1.99 eV Å⁻¹. As for the net charge: -1. For the LUMO energy, the calculation gives 2.52 eV. For the HOMO energy, the calculation gives -3.782 eV.

Geometry (Å):
C  3.79770  -0.15187  3.25994
C  2.60253  0.79760  3.35588
S  1.65642  0.60468  1.82050
C  -0.00928  1.25229  2.14782
C  -1.03984  0.08986  2.43446
N  -0.43921  -0.93330  3.27171
C  -2.26777  0.76454  3.10379
O  -2.76019  1.71848  2.45701
O  -2.69084  0.32500  4.19081
H  4.33406  0.02618  2.32300
H  3.43312  -1.18067  3.25523
H  4.49062  0.01228  4.09102
H  2.01045  0.58358  4.24895
H  2.94671  1.83533  3.40552
H  -0.33455  1.71497  1.22076
H  -0.01374  1.93706  2.99531
H  -1.36261  -0.30288  1.46793
H  -0.62209  -1.86813  2.94691
H  -0.72208  -0.80925  4.23489
C  1.58893  -2.26874  -2.06384
C  0.30849  -2.69647  -1.35663
C  -0.88630  -1.80087  -1.70028
C  -0.63607  -0.42045  -1.29871
N  -0.43751  0.64656  -0.92322
H  1.89164  -1.26498  -1.75858
H  2.40730  -2.94581  -1.81627
H  1.45946  -2.27671  -3.14956
H  0.47605  -2.68467  -0.27790
H  0.06675  -3.72488  -1.63417
H  -1.78475  -2.14430  -1.18721
H  -1.08628  -1.82354  -2.77293
C  5.03731  3.70626  -2.23186
C  4.48296  2.57418  -3.08862
C  2.97232  2.38336  -2.91560
C  2.64120  2.05485  -1.52735
N  2.38092  1.78506  -0.43781
H  4.89806  3.50374  -1.16946
H  6.10751  3.82829  -2.40501
H  4.54688  4.65308  -2.46713
H  4.99887  1.64580  -2.83550
H  4.69402  2.78164  -4.14044
H  2.61687  1.57505  -3.55657
H  2.43873  3.29370  -3.19500
C  -5.77438  -2.22227  0.53526
C  -5.18963  -0.89031  0.08146
C  -5.38206  -0.63572  -1.42107
C  -4.71891  -1.66801  -2.22335
N  -4.17112  -2.45663  -2.85728
H  -5.28086  -3.06426  0.04563
H  -5.64145  -2.34533  1.60962
H  -6.84392  -2.27928  0.31691
H  -4.12645  -0.86058  0.32394
H  -5.66188  -0.07996  0.63629
H  -4.95914  0.33271  -1.69057
H  -6.44300  -0.62630  -1.67862

Force components x, y, z for each atom (eV/Å):
-0.2 0.3 0.0
-0.2 -0.1 0.0
-0.2 -0.3 1.0
-0.3 -1.4 0.0
0.6 0.8 0.8
0.4 -0.1 -0.2
-0.9 0.3 -0.3
0.1 0.1 -0.4
0.4 -0.4 0.4
0.0 -0.1 0.1
0.1 0.0 0.1
0.0 -0.1 0.0
-0.1 -0.1 -0.1
0.0 -0.1 0.1
0.1 0.5 0.3
0.1 0.2 -0.2
0.1 -0.2 0.1
-0.2 0.0 0.2
-0.5 -0.2 -0.1
0.0 0.0 0.0
0.2 -0.1 0.0
0.2 -0.2 0.1
-0.1 0.2 0.2
-0.1 0.0 -0.4
0.0 0.0 0.0
0.0 0.0 0.0
0.0 0.0 0.0
-0.1 0.0 0.0
-0.1 0.0 0.0
0.0 0.0 -0.1
-0.1 0.0 0.0
0.1 0.0 0.0
0.1 0.2 0.0
0.2 -0.1 0.1
-0.2 -0.1 0.1
0.6 0.9 -1.7
-0.1 0.0 0.0
0.0 0.0 0.0
0.0 0.0 0.0
-0.1 0.0 0.0
-0.1 -0.1 0.0
-0.1 0.0 0.0
0.0 0.0 0.0
0.0 0.0 0.0
-0.1 -0.2 0.1
0.1 -0.1 0.3
0.1 0.0 -0.3
-0.1 0.1 0.2
0.0 0.0 0.0
0.0 0.0 0.0
0.0 0.0 0.0
0.0 0.2 0.0
0.1 0.1 -0.1
0.0 0.0 -0.1
0.0 0.0 0.0



No. 3
This record from OMol25 describes 3 unconnected molecules or ions with the total composition C17H32BN2O4S. The level of theory is the ωB97M-V functional and the def2-TZVPD basis.

As for the HOMO-LUMO gap: 8.98 eV. Its max |F| is 2.93 eV Å⁻¹. As for the net charge: +1. For the LUMO energy, the calculation gives -2.73 eV. For the HOMO energy, the calculation gives -11.709 eV.

Geometry (Å):
C  -2.68679  2.91734  -0.10570
C  -1.16988  2.96896  -0.61679
C  -0.34894  1.67886  -0.22547
S  -0.07420  0.60775  -1.73130
C  1.48648  1.16592  -2.60723
C  0.98568  1.79562  -3.96255
C  0.51120  0.81416  -4.96503
C  -0.00439  1.33416  -6.21954
C  -0.03464  2.78141  -6.43561
C  0.44154  3.75077  -5.44891
C  0.96772  3.23123  -4.16700
B  0.10336  -1.16577  -1.10524
O  1.21273  -1.58152  -0.39623
O  -0.98334  -2.02076  -1.37965
C  -2.10756  -1.70229  -0.52453
H  -2.79082  3.56576  0.80249
H  -3.34383  3.38119  -0.89599
H  -3.03896  1.87002  0.08673
H  -0.69492  3.83832  -0.09944
H  -1.21157  3.15480  -1.71923
H  -1.02266  1.06223  0.43561
H  0.61412  1.88868  0.30872
H  2.04262  1.91532  -1.98073
H  2.18079  0.29722  -2.78763
H  0.55363  -0.27918  -4.72039
H  -0.39249  0.61452  -6.97459
H  -0.46394  3.14257  -7.39911
H  0.38290  4.84454  -5.63733
H  1.31725  3.92123  -3.35601
H  0.90756  -2.43062  0.03357
H  -2.88868  -1.09405  -1.07112
H  -2.61012  -2.65996  -0.20863
H  -1.82721  -1.12252  0.39680
C  0.49268  3.15504  3.04835
O  -0.60275  2.96147  2.54345
N  1.01639  2.44144  4.06688
C  2.32793  2.73102  4.61671
C  0.24260  1.34931  4.63086
H  1.15991  3.95875  2.69585
H  2.96494  1.85074  4.50737
H  2.22642  2.97702  5.67552
H  2.78906  3.57123  4.09838
H  0.03003  0.61695  3.84913
H  -0.70406  1.73734  5.01112
H  0.79338  0.87173  5.43928
C  -0.39129  -4.60055  1.47242
O  0.30537  -3.80282  0.85756
N  0.03909  -5.76247  1.98809
C  -0.84608  -6.66102  2.70677
C  1.43526  -6.13305  1.82174
H  -1.46137  -4.41591  1.65349
H  -0.46933  -6.79810  3.72208
H  -0.87064  -7.62459  2.19458
H  -1.85649  -6.25598  2.75310
H  2.06730  -5.36809  2.27625
H  1.66810  -6.19003  0.75705
H  1.63091  -7.09532  2.29097

Force components x, y, z for each atom (eV/Å):
0.3 0.6 -0.5
-0.7 0.1 0.4
-0.6 0.2 0.5
0.1 1.0 -0.1
0.4 0.9 -0.9
-0.2 -0.5 -0.8
0.0 2.8 -0.3
0.7 0.9 1.9
0.5 -0.3 1.2
0.1 -2.7 0.7
-0.9 -1.2 -1.7
0.8 -2.6 1.1
-2.2 0.8 -1.1
0.9 1.7 1.0
-1.5 0.0 0.1
0.1 -1.0 -0.6
0.6 -0.6 0.8
0.3 1.0 -0.1
-0.2 -0.7 -0.6
0.5 -0.2 0.9
1.0 0.5 -0.6
-0.9 -0.4 -0.7
-0.8 -0.8 -0.4
-1.0 0.7 0.3
-0.1 1.2 -0.4
0.4 0.9 0.6
0.5 -0.2 1.0
0.1 -1.1 0.1
-0.3 -0.7 -0.9
0.5 0.0 -0.1
0.9 -0.6 0.4
0.7 1.0 -0.3
0.0 -0.7 -0.7
0.2 -0.1 0.3
0.1 -0.2 -0.1
0.0 0.3 -0.4
-0.2 -0.2 0.1
-0.2 0.1 -0.2
0.0 0.0 0.1
0.1 0.1 0.1
0.2 0.0 0.0
-0.1 0.0 0.0
-0.1 -0.1 0.1
0.0 -0.1 0.0
0.0 0.1 -0.1
-0.1 -0.5 0.3
0.3 0.1 0.0
-0.3 0.5 -0.2
0.2 -0.1 0.0
0.1 0.2 -0.1
0.0 0.0 0.0
-0.1 -0.1 0.0
-0.1 0.0 0.1
0.1 0.0 0.0
0.1 -0.1 -0.1
0.1 0.0 0.1
-0.1 0.1 0.0